This record from the OMol25 dataset describes a molecular structure, C13H20IrN3. The level of theory is the ωB97M-V functional and the def2-TZVPD basis.

Structure (ORCA input):
```
! RIJCOSX wB97M-V def2-TZVPD def2/J DEFGRID3
* xyz 2 1
C 1.93 -0.11 1.47
C -3.32 -0.05 0.55
H -5.56 2.01 2.02
C -0.29 -0.89 1.52
H 0.21 1.13 2.30
H 0.49 0.40 -4.11
C 1.93 -1.30 0.86
C -2.31 1.97 1.09
C -4.62 1.65 1.61
H 1.21 -0.91 -2.15
C 0.50 0.27 1.71
H -1.55 -0.08 -2.69
H -1.27 -1.12 1.90
C 0.50 -1.69 0.65
H -5.38 -0.29 1.04
H -3.20 -1.04 0.12
H 2.60 0.91 -2.84
H 0.17 -2.62 0.22
H -0.63 2.70 -2.42
C 0.61 1.31 -3.51
H 1.69 1.96 -1.75
C 1.62 1.08 -2.40
H -2.33 1.09 -1.89
C -3.49 2.46 1.62
C -0.74 1.79 -3.01
H -3.52 3.46 2.03
H 2.78 -1.90 0.55
H 1.00 2.07 -4.18
N -1.39 0.76 -2.14
N 1.28 -0.09 -1.55
H 2.78 0.49 1.76
C -4.53 0.38 1.06
Ir -0.44 0.13 -0.32
H -1.41 2.56 1.09
N -2.22 0.73 0.57
H -1.40 2.00 -3.85
H 2.07 -0.27 -0.93
*
```

Computed properties:
**Highest occupied orbital energy**: -15.87 eV
**DFT total energy**: -21099.053 eV
**Energy above the lowest of the compared OMol25 structures with the same formula, charge and spin**: 1.945 eV

---

This record from the OMol25 dataset describes a molecular structure, C2H4N4. The level of theory is the ωB97M-V functional and the def2-TZVPD basis.

Structure (ORCA input):
```
! RIJCOSX wB97M-V def2-TZVPD def2/J DEFGRID3
* xyz 0 1
H 2.31 -1.16 0.46
H -1.21 -0.76 1.01
C -0.76 0.85 -1.15
H 0.46 -0.14 1.55
N 1.41 -0.81 0.75
N 0.31 0.00 -1.34
H -1.14 1.45 -1.98
C 0.51 -0.41 -0.11
N -0.57 0.01 0.78
N -1.32 0.98 0.03
*
```

Computed properties:
**Highest occupied orbital energy**: -8.97 eV
**DFT total energy**: -8095.921 eV
**Energy above the lowest of the compared OMol25 structures with the same formula, charge and spin**: 3.393 eV

---

This record from the OMol25 dataset describes 2 unconnected molecules or ions with the total composition C38H38N2O4S2 at a distorted geometry. The level of theory is the ωB97M-V functional and the def2-TZVPD basis.

Structure (ORCA input):
```
! RIJCOSX wB97M-V def2-TZVPD def2/J DEFGRID3
* xyz 0 1
C -1.25 -3.51 4.20
H 1.04 2.35 -3.44
C -0.24 -2.73 4.77
C 2.82 3.84 -1.09
H -1.87 -5.50 3.66
C 1.30 0.29 -2.83
H 1.28 -1.86 -8.52
C 2.38 -3.44 1.59
C 1.72 -0.94 2.67
H 1.40 0.01 3.11
H 3.73 4.28 -1.50
O -4.33 -3.07 0.53
S -3.56 -1.88 0.81
C -0.11 -5.51 4.93
C 1.49 -0.22 -5.64
C 1.05 -1.39 1.51
H 0.92 -2.59 -6.93
C 1.33 -2.70 1.04
H 1.49 1.21 -8.19
C 0.63 2.57 0.11
C 2.52 2.53 -1.40
H 2.60 -2.14 -7.35
C 3.15 -2.89 2.62
H 0.38 6.49 0.93
C -6.47 1.13 2.82
H 1.92 6.58 1.81
C 1.34 1.10 -5.15
C -5.74 -1.15 2.44
C 1.37 1.87 -0.87
H -7.30 -0.59 3.82
H -4.08 0.97 0.39
H 2.29 6.96 -2.08
C -5.53 1.57 1.88
C 0.42 -0.48 -0.65
C 1.62 -1.01 -3.32
O -2.94 -1.58 4.35
H 1.80 -1.82 -2.62
C 0.80 -3.34 5.47
H 3.39 -1.22 3.99
C 1.93 4.62 -0.31
C 1.01 0.55 -1.41
H -0.13 0.95 -7.48
C -6.57 -0.23 3.10
H 2.61 -4.44 1.21
H -7.11 1.85 3.33
H -1.46 -1.52 1.97
H 1.54 7.80 0.58
H 3.18 2.00 -2.10
C 1.76 -1.25 -4.68
C -4.72 0.65 1.21
C 2.82 -1.65 3.16
H -5.90 -2.22 2.59
H -0.27 -1.65 4.66
C 1.22 1.33 -3.79
H 1.27 1.94 -5.83
H -0.15 2.03 0.64
C -4.75 -0.71 1.56
H 3.15 7.68 -0.70
H -0.06 -6.60 5.00
C 1.54 -1.85 -7.46
C 0.87 -4.73 5.57
H 3.77 6.18 -1.46
H 0.18 4.50 0.98
C -1.14 -4.90 4.21
N 2.08 5.97 -0.21
S -2.73 -2.74 3.51
H -0.47 0.19 1.21
O -2.91 -1.15 -0.26
O -3.72 -3.79 3.45
C 0.86 3.93 0.34
C 0.20 -0.52 0.73
H 0.20 -1.39 -1.21
C 0.75 0.44 -7.89
N 1.32 -0.51 -6.96
C -2.29 -2.22 1.96
H -5.43 2.63 1.67
H 2.01 -2.26 -5.00
H 4.02 -3.43 3.03
H 1.69 -5.20 6.12
C 2.87 6.73 -1.17
H 0.46 -0.11 -8.79
C 1.44 6.74 0.83
H 1.56 -2.71 5.94
H 0.72 -3.11 0.23
*
```

Computed properties:
**Highest occupied orbital energy**: -6.74 eV
**DFT total energy**: -72856.722 eV

---

| no. | LUMO level (eV) |
| --- | --- |
| 1 | -8.27 |
| 2 | 0.85 |
| 3 | -2.65 |